No. 1
123
Properties=species:S:1:pos:R:3:mulliken_charge:R:1 method="wB97M-V/def2-TZVPD" smiles=COCCNCCOC.COCCNCCOC.COCCNCCOC.COCCNCCOC.COCCNCCOC.O gap_ev=8.91 e_above_lowest_kj_mol=272.4 e_tot_ha=-2290.29561 fmax_ev_per_a=4.49
C -0.96342 -0.49357 -2.50427 -0.37
O -2.10436 -0.33875 -1.69292 0.33
C -3.08505 -1.33637 -1.78228 -0.83
C -4.13986 -0.98307 -0.73066 -1.02
N -3.88407 -1.53059 0.59230 -0.42
C -4.06297 -2.99174 0.61838 -0.76
C -5.52566 -3.40912 0.61557 -0.83
O -6.25510 -2.58209 1.48871 -0.30
C -7.63933 -2.74347 1.44633 -0.84
H -1.24879 -0.68540 -3.54526 0.23
H -0.36298 -1.31505 -2.10001 -0.01
H -0.45407 0.46337 -2.56151 -0.01
H -2.55794 -2.25516 -1.49157 0.21
H -3.54302 -1.39085 -2.77370 0.39
H -5.15593 -1.19444 -1.09489 0.51
H -4.13205 0.11115 -0.68547 0.45
H -4.54033 -1.17878 1.27981 0.49
H -3.60359 -3.38376 1.53270 0.41
H -3.48893 -3.51495 -0.14402 0.19
H -5.63527 -4.46473 0.91698 0.47
H -5.99797 -3.45087 -0.37851 0.41
H -8.06846 -1.78587 1.75365 0.28
H -8.05459 -3.46001 2.16089 0.27
H -8.10219 -2.95183 0.47757 0.34
C -3.30132 0.46527 1.53849 -1.48
O -2.38672 0.97169 0.58540 1.09
C -2.10738 2.34035 0.67728 -1.08
C -1.16905 2.81044 -0.40821 0.28
N -1.75737 2.60408 -1.73650 -0.20
C -0.86651 3.01815 -2.80329 -0.42
C -1.58232 3.00419 -4.14856 -1.01
O -1.33627 1.71119 -4.67600 -0.11
C -1.90137 1.47919 -5.93897 -0.90
H -3.00289 -0.56766 1.70351 0.45
H -4.31660 0.50782 1.12679 0.27
H -3.29804 1.06453 2.45295 0.44
H -1.68925 2.59631 1.65423 0.30
H -3.02413 2.94771 0.59582 0.32
H -0.24342 2.21926 -0.32415 -0.38
H -0.90906 3.85673 -0.25585 0.48
H -1.97362 1.61024 -1.75200 0.17
H 0.00620 2.36259 -2.90953 0.25
H -0.53149 4.04490 -2.64674 0.44
H -1.09455 3.73253 -4.80958 0.48
H -2.64233 3.25994 -4.09712 0.39
H -2.96606 1.74580 -5.93071 0.36
H -1.81211 0.42849 -6.21344 0.25
H -1.40632 2.06765 -6.72325 0.31
C 1.48761 0.53562 0.23071 -0.10
O 2.57548 1.36511 -0.08335 -0.40
C 3.51944 1.44121 0.97917 0.49
C 4.73201 2.22605 0.48612 -1.49
N 4.50031 3.65564 0.60950 0.04
C 5.64279 4.46562 0.19050 -0.87
C 5.27015 5.93360 0.31489 -0.53
O 4.34042 6.25599 -0.69188 -0.27
C 4.04484 7.64020 -0.68382 -0.92
H 0.77898 1.03070 0.91297 -0.56
H 1.76084 -0.44324 0.63418 0.78
H 0.84172 0.34283 -0.63094 0.03
H 3.85436 0.43188 1.24503 0.18
H 3.08834 1.91685 1.86317 -0.44
H 5.06836 1.87830 -0.49843 0.39
H 5.56302 1.97737 1.15718 0.53
H 3.67433 3.99886 0.13634 -0.04
H 6.05810 4.32964 -0.81934 0.37
H 6.48163 4.25784 0.86267 0.41
H 6.17763 6.54908 0.23573 0.52
H 4.84638 6.12544 1.31023 0.29
H 3.28985 7.82663 -1.44575 0.25
H 4.91352 8.22061 -1.01436 0.36
H 3.73142 7.96682 0.30820 0.38
C -0.00239 -3.77644 0.25525 -0.37
O 1.04929 -4.62224 -0.15176 -0.40
C 1.12730 -4.82383 -1.54837 0.02
C 2.31298 -5.71984 -1.84470 -1.35
N 2.24692 -7.06727 -1.29209 -0.27
C 0.98725 -7.75320 -1.46474 -0.40
C 1.05683 -9.23739 -1.09364 -0.66
O 1.48941 -9.44887 0.22097 -0.37
C 0.61461 -9.09343 1.24597 -0.63
H -0.89440 -3.85400 -0.37157 0.28
H 0.35893 -2.75166 0.34005 0.00
H -0.30923 -4.03684 1.27095 0.33
H 1.35810 -3.86326 -2.02750 0.23
H 0.19217 -5.24811 -1.92169 0.35
H 3.23645 -5.25315 -1.49701 0.48
H 2.45596 -5.75124 -2.93033 0.39
H 2.47944 -7.01560 -0.31026 0.32
H 0.58873 -7.73856 -2.48398 0.37
H 0.23291 -7.26374 -0.82812 0.18
H 1.65254 -9.75879 -1.84091 0.39
H 0.02390 -9.60243 -1.20698 0.36
H 0.25858 -8.05830 1.22650 0.22
H 1.15952 -9.26028 2.17271 0.25
H -0.29360 -9.70683 1.31201 0.30
C 2.07714 -0.76836 2.89854 -0.72
O 2.24077 0.54585 3.37308 -0.35
C 1.03898 1.04328 3.89224 0.60
C 1.24303 2.40115 4.55627 -1.22
N 1.84935 3.41004 3.65192 -0.40
C 0.88216 3.81596 2.62231 0.53
C 1.51096 4.82869 1.70593 0.60
O 0.47798 5.32600 0.84170 -0.39
C 1.01284 6.18831 -0.12620 -0.84
H 2.01671 -1.48563 3.73308 0.42
H 3.00590 -1.12186 2.44246 0.31
H 1.23233 -0.89948 2.22303 0.13
H 0.59700 0.33877 4.60897 0.57
H 0.25177 1.19892 3.14427 -0.41
H 1.88773 2.39694 5.43599 0.35
H 0.27949 2.84175 4.81101 0.44
H 2.70191 3.04561 3.24517 0.43
H -0.05863 4.19745 3.01132 0.60
H 0.66487 2.96328 1.97605 -0.58
H 2.29755 4.41886 1.07337 -1.05
H 1.95725 5.69084 2.21494 0.38
H 0.15332 6.54360 -0.69218 0.39
H 1.73667 5.68572 -0.77443 0.27
H 1.52002 7.05683 0.30538 0.34
O -1.13377 -0.94555 1.08841 -0.58
H -1.08045 -0.10427 0.61637 0.09
H -2.06870 -1.25149 0.92315 0.34



No. 2
123
Properties=species:S:1:pos:R:3:mulliken_charge:R:1 method="wB97M-V/def2-TZVPD" smiles=COC[C@H](C)N.COCCNCCOC.COCCNCCOC.COCCNCCOC.COCCNCCOC.OCCO gap_ev=8.83 e_above_lowest_kj_mol=325.3 e_tot_ha=-2290.27544 fmax_ev_per_a=3.48
C 1.06465 -6.67900 0.91742 -1.35
C 0.04491 -5.64334 1.16923 0.58
C 0.01898 -5.22907 2.62101 -0.83
O -0.89398 -4.20753 2.97376 -0.30
C -0.64352 -3.62321 4.22630 -0.77
N 0.30212 -4.54473 0.26589 -0.66
H 1.04502 -7.21330 -0.03244 0.34
H 1.28688 -7.38527 1.71736 0.34
H 2.04214 -6.21013 0.80445 0.29
H -0.91241 -6.12426 0.96832 0.22
H 1.01139 -4.81533 2.80004 0.34
H -0.04313 -6.03028 3.35742 0.43
H -1.59461 -3.19937 4.54859 0.25
H 0.08351 -2.82423 4.08081 0.30
H -0.31470 -4.26735 5.04182 0.33
H 1.30374 -4.41563 0.27977 0.22
H -0.06429 -3.74970 0.76963 0.27
C 0.92598 1.22311 1.48383 -0.21
C 0.78712 2.59661 0.81018 -0.36
O 0.27186 3.54487 1.77472 -0.52
O -0.36660 0.61595 1.42024 -0.49
H 1.10605 1.30542 2.55570 0.27
H 1.63268 0.59465 0.94189 0.27
H 0.24576 2.49732 -0.13065 0.30
H 1.78329 3.01074 0.65449 0.23
H 0.81028 3.78762 2.53155 0.26
H -0.42145 -0.23994 1.85156 0.24
C 1.84061 -1.17022 -5.03855 -0.74
O 3.29854 -1.07391 -5.11359 -0.35
C 3.81085 -1.95936 -6.16538 -0.53
C 5.30680 -1.78621 -6.28713 -0.73
N 5.85003 -2.01882 -4.95343 -0.45
C 5.83587 -3.46395 -4.60688 -0.48
C 6.19142 -3.54940 -3.13014 -0.73
O 5.10674 -3.04531 -2.32106 -0.26
C 5.43641 -3.07930 -0.88982 -0.73
H 1.41342 -0.29907 -4.54185 0.25
H 1.61619 -2.12401 -4.56103 0.30
H 1.38357 -1.13698 -6.02755 0.30
H 3.40096 -1.62181 -7.11730 0.50
H 3.56058 -3.00703 -5.99849 0.33
H 5.50959 -0.77213 -6.63154 0.35
H 5.73899 -2.47196 -7.01586 0.33
H 5.17552 -1.64986 -4.29845 0.36
H 6.49799 -3.99388 -5.29162 0.45
H 4.90635 -4.01311 -4.75696 0.25
H 7.02293 -2.86612 -2.95747 0.40
H 6.31816 -4.62057 -2.97317 0.37
H 5.35259 -4.07893 -0.46341 0.28
H 4.73669 -2.42615 -0.36840 0.21
H 6.48116 -2.85309 -0.67666 0.32
C -3.38647 3.81945 -3.13438 -0.79
O -3.10860 5.11579 -2.67518 -0.25
C -3.49516 5.43582 -1.35826 -0.47
C -3.38083 6.92495 -1.02042 -0.80
N -1.99956 7.32207 -0.80827 -0.29
C -1.29379 7.70723 -2.02620 -0.56
C 0.03664 8.28492 -1.60641 -0.24
O 0.83541 8.40772 -2.79246 -0.33
C 2.20811 8.57128 -2.52391 -0.69
H -4.42591 3.49627 -3.07775 0.31
H -2.82290 2.96850 -2.75176 0.28
H -3.22247 3.77831 -4.21118 0.28
H -3.01839 4.74625 -0.66164 0.38
H -4.57095 5.29189 -1.25795 0.37
H -3.88803 7.01670 -0.05999 0.35
H -3.97510 7.50022 -1.73036 0.35
H -1.50540 6.52476 -0.43384 0.23
H -1.93359 8.38022 -2.59703 0.27
H -1.15778 6.94023 -2.78864 0.28
H 0.56232 7.60771 -0.93324 0.30
H -0.10614 9.27031 -1.16287 0.23
H 2.78465 8.96105 -3.36283 0.26
H 2.48664 7.55171 -2.25748 0.27
H 2.43603 9.28703 -1.73406 0.28
C -12.25117 -8.22375 1.91282 -0.80
O -10.91921 -7.91239 1.39328 -0.34
C -9.85643 -8.67932 1.92038 -0.56
C -8.56022 -8.25722 1.23449 -0.53
N -8.38276 -6.83429 1.57009 -0.32
C -7.25749 -6.20497 0.85630 -0.77
C -7.02315 -4.75729 1.23613 -0.59
O -8.10992 -4.00226 0.65364 -0.30
C -7.96145 -2.64367 0.93887 -0.74
H -12.51367 -9.23872 1.61441 0.32
H -13.00649 -7.71327 1.31532 0.26
H -12.41928 -7.89761 2.93920 0.30
H -10.06776 -9.74762 1.87380 0.46
H -9.90272 -8.41243 2.97619 0.30
H -8.52599 -8.38609 0.15267 0.33
H -7.78749 -8.87805 1.68786 0.31
H -9.25071 -6.34122 1.41635 0.27
H -7.28417 -6.27917 -0.23085 0.39
H -6.32231 -6.67085 1.16691 0.37
H -6.07207 -4.46469 0.79124 0.43
H -6.92411 -4.71866 2.32094 0.35
H -8.71438 -2.09029 0.37764 0.24
H -6.98594 -2.28620 0.60921 0.29
H -8.09399 -2.45213 2.00369 0.30
C 2.33836 5.14041 5.40498 -0.87
O 3.43446 4.93929 4.56001 -0.24
C 4.54966 5.87987 4.73930 -0.78
C 5.53955 5.86911 3.50709 -0.50
N 6.33047 4.63985 3.46357 -0.35
C 7.44362 4.82148 2.49377 -0.90
C 7.06683 4.80900 0.99999 -0.47
O 6.40839 3.60038 0.66516 -0.32
C 5.70307 3.45910 -0.55120 -0.66
H 2.54902 5.12504 6.47432 0.35
H 1.66689 4.29311 5.26601 0.24
H 1.77540 6.06854 5.30625 0.35
H 5.03909 5.65890 5.68785 0.37
H 4.12572 6.87800 4.84936 0.40
H 6.16389 6.76244 3.52281 0.47
H 4.91988 5.96237 2.61523 0.27
H 5.68694 4.01087 3.00492 0.30
H 8.19176 4.03864 2.61852 0.35
H 8.13410 5.64939 2.65476 0.42
H 7.91170 4.87914 0.31488 0.47
H 6.43871 5.68946 0.86451 0.32
H 4.83839 4.11219 -0.43333 0.23
H 5.26445 2.46236 -0.59843 0.25
H 6.31052 3.73922 -1.41181 0.29